The following is a quantum chemistry calculation of a molecular structure, C15H31BeN5O7, from the Open Molecules 2025 dataset.

The calculation puts the energy above the lowest of the compared OMol25 structures with the same formula, charge and spin at 0.000 eV. Its LUMO energy (spin up / spin down) is -1.276 / -0.814 eV. As for the max |F|: 3.31 eV/A. Its HOMO energy (spin up / spin down) is -7.67 / -7.51 eV.

Last column: natural (NBO) charge in e.
Geometry (Å):
O  -0.1246  -1.1666  -4.2977  -1.08
H  -0.6614  -1.6755  -4.9270  0.46
Be  -0.3490  -0.0119  -0.8339  1.64
N  0.9275  -0.9154  -1.8454  -0.11
N  -1.1019  -1.6856  -0.6228  -0.19
N  0.2534  1.6867  -1.2580  -0.18
N  -1.6361  0.8993  0.0830  -0.26
O  2.0349  -0.4664  -2.2071  -0.36
O  1.4337  2.0302  -1.7821  -0.54
O  -2.6593  0.3764  0.7934  -0.56
O  -2.0319  -2.0282  0.2293  -0.57
C  -0.5117  -2.6591  -1.3340  0.16
C  0.6834  -2.2338  -1.9542  0.24
C  -0.3706  2.6777  -0.6320  0.16
C  -1.4717  2.2125  0.1555  0.21
C  1.6209  -3.0064  -2.7909  -0.69
H  1.6227  -2.5557  -3.7930  0.30
H  1.3018  -4.0511  -2.8620  0.21
H  2.6269  -2.9730  -2.3488  0.24
C  -1.1158  -4.0182  -1.3823  -0.67
H  -2.1110  -4.0103  -1.8423  0.25
H  -1.2163  -4.4023  -0.3639  0.24
H  -0.4849  -4.7136  -1.9374  0.22
C  0.1718  4.0579  -0.5753  -0.67
C  -2.2652  3.0985  1.0488  -0.68
H  0.8434  4.2497  -1.4145  0.26
H  0.7327  4.2363  0.3541  0.23
H  -0.6494  4.7819  -0.5910  0.23
H  -2.8816  2.4812  1.7092  0.26
H  -2.9176  3.7505  0.4561  0.24
H  -1.6125  3.7372  1.6574  0.23
H  1.8177  1.1449  -2.0994  0.51
H  -2.5478  -0.6340  0.5749  0.50
C  -1.4690  -0.0165  -2.4855  -0.82
H  -0.9188  -0.6583  -3.3540  0.33
H  -1.5463  1.0481  -2.7562  0.16
H  -2.4720  -0.4248  -2.2464  0.15
O  1.4781  0.6370  -5.1560  -1.02
H  0.7740  -0.0321  -4.8477  0.51
H  1.1838  1.5157  -4.8989  0.45
O  0.8893  -0.0988  0.3138  -0.77
C  0.8812  -0.3352  1.5501  0.74
C  2.1212  -0.0741  2.3590  -0.50
C  1.9260  1.0711  3.3437  -0.39
C  1.2411  0.6319  4.6428  -0.40
C  -0.1995  0.1658  4.4469  -0.41
C  -0.3497  -1.0670  3.5569  -0.23
N  -0.2201  -0.7990  2.1457  -0.61
H  2.3934  -1.0060  2.8741  0.22
H  2.9073  0.1779  1.6360  0.25
H  2.9050  1.5107  3.5804  0.22
H  1.3441  1.8737  2.8701  0.20
H  1.8310  -0.1844  5.0890  0.20
H  1.2618  1.4768  5.3486  0.22
H  -0.6139  -0.0709  5.4374  0.22
H  -0.8027  0.9896  4.0443  0.21
H  0.3757  -1.8331  3.8695  0.19
H  -1.3436  -1.4825  3.7348  0.23
H  -0.9282  -1.2292  1.5348  0.44

***

The following is a quantum chemistry calculation of 3 unconnected molecules or ions with the total composition C15H31Br2ClN5O2P, from the Open Molecules 2025 dataset.

Its LUMO energy is -0.019 eV. As for the max |F|: 1.18 eV/A. As for the SMILES: C[C@H](Br)[C@H](Br)[C@@](C#N)([PH2]=N)[C@@H](Cl)C#N.COC[C@@H](C)N.COC[C@@H](C)N. Its HOMO energy is -8.98 eV.

Last column: natural (NBO) charge in e.
Geometry (Å):
C  -4.6659  3.4326  -1.1546  -0.64
C  -3.3669  3.9901  -0.5623  -0.26
Br  -2.5321  5.3393  -1.6904  0.01
C  -2.4031  2.8928  -0.1106  -0.24
Br  -1.3155  3.6321  1.3376  0.04
C  -1.5452  2.1881  -1.1986  -0.50
C  -2.1935  2.2075  -2.5125  0.27
N  -2.7552  2.2545  -3.5122  -0.25
P  0.1950  2.8247  -1.5796  1.35
N  0.8861  1.7879  -2.5289  -1.34
C  -1.3059  0.6760  -0.8834  -0.32
Cl  -0.4836  0.3902  0.6649  0.02
C  -2.5783  -0.0468  -0.8995  0.24
N  -3.5763  -0.6096  -0.9647  -0.25
H  -4.5324  2.4668  -1.6355  0.23
H  -5.1178  4.1382  -1.8452  0.24
H  -5.3605  3.2774  -0.3265  0.22
H  -3.6316  4.5402  0.3345  0.24
H  -3.0329  2.1324  0.3548  0.25
H  0.8307  2.9381  -0.3439  -0.02
H  0.0449  4.1045  -2.1180  -0.01
H  1.1486  2.1982  -3.4165  0.39
H  -0.6652  0.2561  -1.6624  0.32
C  -1.6371  -3.0920  5.5260  -0.61
C  -1.4962  -2.1577  4.3286  -0.08
C  -0.3722  -1.1252  4.4741  -0.07
O  -0.6616  -0.0456  5.3399  -0.55
C  -0.4764  -0.3034  6.7174  -0.25
N  -2.7945  -1.5383  4.0544  -0.82
H  -2.1410  -2.6023  6.3596  0.20
H  -2.2361  -3.9595  5.2518  0.22
H  -0.6638  -3.4454  5.8718  0.20
H  -1.2373  -2.7717  3.4601  0.19
H  -0.2068  -0.6711  3.4940  0.18
H  0.5695  -1.6072  4.7705  0.16
H  0.3707  -0.9760  6.8856  0.17
H  -1.3702  -0.7317  7.1775  0.17
H  -0.2678  0.6503  7.2012  0.19
H  -2.7461  -1.0177  3.1836  0.35
H  -2.9638  -0.8345  4.7678  0.35
C  3.1689  -3.1994  -3.5001  -0.61
C  2.8981  -1.6994  -3.5703  -0.08
C  3.8714  -0.9347  -4.4753  -0.07
O  5.1592  -0.7268  -3.9279  -0.55
C  6.0527  -1.8149  -4.0441  -0.25
N  2.8508  -1.1564  -2.2121  -0.84
H  4.0127  -3.4238  -2.8470  0.20
H  2.3000  -3.7153  -3.0926  0.22
H  3.3787  -3.6147  -4.4879  0.20
H  1.9040  -1.5640  -4.0093  0.19
H  3.4641  0.0662  -4.6384  0.18
H  3.9542  -1.4194  -5.4582  0.16
H  5.8979  -2.3588  -4.9816  0.17
H  5.9607  -2.5120  -3.2075  0.16
H  7.0635  -1.4079  -4.0385  0.19
H  2.5460  -0.1867  -2.2572  0.37
H  3.8043  -1.1142  -1.8621  0.35

***

The following is a quantum chemistry calculation of a molecular structure, C15H31Br3ClN4P2S, from the Open Molecules 2025 dataset.

The calculation puts the energy above the lowest of the compared OMol25 structures with the same formula, charge and spin at 0.000 eV. Its LUMO energy is -3.251 eV. As for the max |F|: 2.51 eV/A. Its HOMO energy is -11.22 eV. As for the net charge: +1.

Last column: natural (NBO) charge in e.
Geometry (Å):
C  -1.0300  -0.7864  2.6774  -0.64
C  -0.7695  -1.1847  1.2253  -0.25
N  -1.7110  -0.5235  0.2909  -0.46
C  -1.5347  0.8802  0.4802  0.78
N  -2.4641  1.5664  1.0864  -0.84
P  -2.4521  3.3124  1.2564  0.96
S  -4.2474  3.9898  1.3164  -0.44
N  -0.4115  1.2506  -0.1180  -0.42
C  0.5253  2.2339  0.3832  -0.28
C  0.6760  3.4483  -0.5152  0.31
C  0.7310  4.8396  0.0959  -0.70
N  0.7931  3.2758  -1.7451  -0.62
C  -0.1800  0.4601  -1.3230  -0.33
P  1.3646  -0.5963  -1.5619  0.76
C  1.7079  -0.3447  -3.3580  -0.93
C  2.8665  0.1021  -0.7462  -0.72
C  3.4439  1.4336  -1.2902  -0.64
C  -1.3978  -0.5472  -1.1415  -0.03
C  -1.4833  -1.8478  -1.9228  -0.44
C  -1.0028  -3.1289  -1.2430  -0.19
C  -0.4150  -4.0616  -2.3036  -0.61
Cl  -2.3539  -3.9997  -0.4574  -0.06
H  -0.9875  -1.6769  3.2825  0.25
H  -0.2913  -0.0928  3.0643  0.21
H  -2.0350  -0.4139  2.8002  0.20
H  -0.9694  -2.2431  1.1912  0.24
H  0.2789  -1.0612  0.9581  0.19
H  -3.2576  1.0525  1.4567  0.48
H  -1.7223  3.5429  2.4366  -0.01
H  -1.7674  3.7873  0.1300  0.00
H  1.5254  1.8440  0.5430  0.26
H  0.2100  2.6199  1.3454  0.21
H  0.3040  4.9056  1.0892  0.21
H  1.7696  5.1445  0.1078  0.26
H  0.2393  5.5193  -0.5844  0.24
H  0.9011  4.1754  -2.2123  0.35
H  -0.4058  1.0151  -2.2213  0.25
H  0.9698  -0.8366  -3.9754  0.24
H  1.6228  0.7224  -3.5523  0.23
H  2.7240  -0.6244  -3.5966  0.25
H  2.6961  0.1785  0.3212  0.22
H  3.6180  -0.6690  -0.8460  0.25
H  2.8092  1.8768  -2.0424  0.22
H  3.6502  2.1268  -0.4856  0.21
H  4.3979  1.2318  -1.7635  0.23
H  -2.2122  0.0508  -1.5618  0.20
H  -2.5307  -1.9941  -2.1533  0.25
H  -1.0015  -1.7436  -2.8842  0.23
H  -0.2022  -2.9590  -0.5510  0.22
H  0.4700  -3.5776  -2.7023  0.21
H  -1.1448  -4.2921  -3.0668  0.22
H  -0.0705  -4.9536  -1.7990  0.23
C  -0.0060  -4.6029  5.2628  -0.50
Br  -0.3445  -4.4699  3.3685  0.07
Br  1.3673  -3.3727  5.8203  0.09
Br  -1.6207  -4.3804  6.2835  0.11
H  0.3606  -5.6016  5.4507  0.23

***

Number 1: molar mass 402.453 g mol⁻¹, DFT total energy -38235.7143 eV. Number 2: molar mass 539.681 g mol⁻¹, DFT total energy -189496.4534 eV. Number 3: molar mass 636.621 g mol⁻¹, DFT total energy -274073.2379 eV.